(1)
59
Properties=species:S:1:pos:R:3 method="wB97M-V/def2-TZVPD" smiles="COc1ccc([C@H]2C(C(=O)c3sc(C)nc3C)=C(O)C(=O)N2CCN2CCOCC2)cc1" homo_energy_ev=-8.40
C 2.941 5.352 0.027
O 2.395 4.645 -1.061
C 1.830 3.429 -0.829
C 1.784 2.792 0.406
C 1.190 1.547 0.520
C 0.634 0.919 -0.581
C -0.024 -0.436 -0.440
C -1.534 -0.320 -0.434
C -2.244 0.479 0.563
O -1.672 1.248 1.315
C -3.705 0.310 0.590
S -4.722 1.715 0.668
C -6.106 0.647 0.757
C -7.487 1.179 0.818
N -5.803 -0.600 0.765
C -4.469 -0.827 0.676
C -3.987 -2.234 0.738
C -2.011 -0.946 -1.533
O -3.240 -1.077 -2.027
C -0.882 -1.574 -2.272
O -1.008 -2.225 -3.296
N 0.234 -1.286 -1.582
C 1.553 -1.706 -1.972
C 2.187 -2.638 -0.934
N 2.592 -1.920 0.262
C 3.872 -1.250 0.098
C 4.193 -0.439 1.353
O 4.207 -1.249 2.505
C 2.972 -1.905 2.660
C 2.646 -2.770 1.441
C 0.666 1.565 -1.811
C 1.263 2.800 -1.938
H 3.306 6.291 -0.386
H 2.184 5.562 0.789
H 3.776 4.808 0.482
H 2.200 3.255 1.287
H 1.137 1.073 1.487
H 0.351 -0.913 0.473
H -8.187 0.350 0.867
H -7.699 1.782 -0.064
H -7.612 1.812 1.695
H -4.234 -2.745 -0.191
H -2.913 -2.275 0.895
H -4.498 -2.749 1.549
H -3.154 -1.584 -2.857
H 1.440 -2.238 -2.920
H 2.182 -0.824 -2.126
H 1.446 -3.391 -0.652
H 3.039 -3.160 -1.401
H 3.821 -0.573 -0.756
H 4.681 -1.983 -0.078
H 5.188 0.002 1.278
H 3.445 0.359 1.462
H 3.061 -2.520 3.556
H 2.170 -1.165 2.801
H 1.674 -3.247 1.584
H 3.416 -3.555 1.342
H 0.219 1.097 -2.677
H 1.295 3.308 -2.889

---

(2)
29
Properties=species:S:1:pos:R:3 method="wB97M-V/def2-TZVPD" total_charge=-1 homo_energy_ev=-0.39
C 0.223 0.312 -3.835
C -0.750 -0.571 -4.378
C -0.367 -1.903 -4.059
C 0.874 -1.851 -3.368
C 1.270 -0.493 -3.259
Sr -0.830 0.062 -0.954
P -0.556 2.930 -1.223
H 0.259 1.397 -3.944
H -1.637 -0.257 -4.924
H -0.943 -2.802 -4.284
H 2.247 -0.115 -2.940
H 1.422 -2.711 -2.988
H -1.437 3.666 -0.352
H -0.944 3.688 -2.374
H 0.584 3.758 -0.954
N 0.690 0.579 1.088
C 0.239 -0.060 2.314
C 0.993 -1.097 2.865
C 0.604 -1.607 4.112
C -0.526 -1.088 4.763
C -1.318 -0.112 4.136
C -0.963 0.381 2.868
H 1.634 0.248 0.848
H 0.762 1.599 1.196
H 1.884 -1.466 2.332
H 1.199 -2.392 4.583
H -0.818 -1.499 5.734
H -2.196 0.282 4.650
H -1.597 1.120 2.345

---

(3)
88
Properties=species:S:1:pos:R:3 method="wB97M-V/def2-TZVPD" total_charge=-1 s_squared=2.0172 homo_energy_ev="-2.95 / -4.99" multiplicity=3
Ti -1.202 0.745 0.244
C -5.499 -2.295 -2.228
N -4.301 -1.561 -2.587
C -3.124 -2.136 -3.022
C -2.208 -1.156 -3.151
N -2.833 0.017 -2.757
C -4.162 -0.216 -2.476
S -5.333 0.935 -2.175
C -2.271 1.318 -2.682
C -1.854 1.956 -3.826
C -1.390 3.263 -3.708
C -1.445 3.882 -2.475
C -1.856 3.145 -1.370
N -2.176 1.849 -1.451
H -5.749 -2.999 -3.021
H -6.304 -1.573 -2.104
H -5.341 -2.821 -1.286
H -3.038 -3.197 -3.167
H -1.169 -1.174 -3.423
H -1.924 1.445 -4.775
H -1.028 3.792 -4.579
H -1.167 4.917 -2.340
H -1.939 3.588 -0.384
O -0.866 -1.480 3.206
C -0.019 -0.975 2.489
O -0.162 -0.679 1.232
C 1.365 -0.684 3.071
P 2.499 0.343 2.056
C 3.916 0.352 3.231
C 3.994 1.411 4.133
C 5.011 1.479 5.072
C 5.986 0.492 5.114
C 5.926 -0.564 4.218
C 4.898 -0.636 3.289
C 3.110 -0.812 0.783
C 2.512 -2.037 0.506
C 2.966 -2.824 -0.544
C 4.018 -2.395 -1.337
C 4.615 -1.168 -1.077
C 4.157 -0.383 -0.033
H 1.814 -1.642 3.356
H 1.222 -0.121 3.998
H 3.249 2.198 4.095
H 5.047 2.310 5.765
H 6.789 0.548 5.837
H 6.679 -1.344 4.243
H 4.854 -1.473 2.604
H 1.672 -2.378 1.098
H 2.486 -3.774 -0.743
H 4.368 -3.007 -2.159
H 5.428 -0.813 -1.698
H 4.615 0.584 0.146
Cl -2.175 3.501 2.085
C -1.208 1.911 2.051
H -1.696 1.297 2.815
H -0.218 2.189 2.422
N -5.059 -4.687 2.114
C -5.432 -3.341 2.135
S -6.901 -2.930 2.843
C -4.546 -2.430 1.504
C -4.724 -1.020 1.580
C -3.856 -0.175 0.966
N -2.774 -0.594 0.234
C -2.605 -1.941 0.140
C -3.420 -2.853 0.733
H -5.633 -5.236 2.735
H -4.072 -4.863 2.238
H -5.569 -0.627 2.128
H -4.010 0.900 0.997
H -1.760 -2.268 -0.455
H -3.209 -3.900 0.563
C 3.046 4.222 -1.875
C 2.115 4.268 -0.811
C 1.312 3.193 -0.562
C 1.377 2.010 -1.350
C 0.521 0.900 -1.064
C 0.717 -0.226 -1.832
C 1.671 -0.297 -2.874
C 2.451 0.784 -3.167
C 2.328 1.968 -2.397
C 3.149 3.100 -2.643
H 3.686 5.074 -2.069
H 2.047 5.151 -0.188
H 0.611 3.226 0.267
H 0.152 -1.135 -1.620
H 1.790 -1.218 -3.435
H 3.186 0.745 -3.963
H 3.871 3.051 -3.451

---

(4)
18
Properties=species:S:1:pos:R:3 method="wB97M-V/def2-TZVPD" smiles=C[C@H](N)CN.O homo_energy_ev=-8.93
C 1.221 0.136 -1.175
C 0.261 0.205 0.022
N -1.140 0.010 -0.409
C 0.354 1.602 0.644
N -0.378 1.782 1.869
H 2.284 0.117 -0.940
H 1.026 -0.781 -1.747
H 1.060 0.905 -1.934
H 0.584 -0.509 0.785
H -1.217 -0.160 -1.402
H -1.495 -0.877 -0.051
H 0.053 2.389 -0.044
H 1.429 1.752 0.819
H -0.174 1.094 2.575
H -1.369 1.852 1.780
O -0.339 -3.087 -0.743
H 0.603 -3.260 -0.980
H -0.312 -2.174 -0.397

---

(5)
10
Properties=species:S:1:pos:R:3 method="wB97M-V/def2-TZVPD" homo_energy_ev=-9.89
C 0.592 0.791 0.089
C 0.653 -0.705 0.099
C -0.497 -0.017 -0.504
O -1.841 -0.103 -0.021
H 0.437 1.298 0.975
H 1.285 1.336 -0.465
H 1.309 -1.446 -0.291
H 0.358 -1.025 1.085
H -0.641 0.159 -1.837
H -1.654 -0.285 0.870

---

(6)
16
Properties=species:S:1:pos:R:3 method="wB97M-V/def2-TZVPD" smiles=COCC1CC1 homo_energy_ev=-9.24
C -0.245 2.104 -0.583
O -0.711 1.134 0.297
C 0.229 0.426 1.087
C -0.073 -1.022 0.794
C 0.658 -1.919 -0.149
C -0.494 -1.161 -0.687
H 0.784 1.922 -0.927
H -0.899 2.110 -1.465
H -0.297 3.077 -0.091
H 1.258 0.711 0.831
H 0.053 0.691 2.139
H -0.688 -1.518 1.549
H 0.508 -2.979 -0.012
H 1.639 -1.616 -0.489
H -0.253 -0.378 -1.416
H -1.471 -1.583 -0.878